[1]
Formula: C60H66N2O5S5SiTeTi
Source: the Open Molecules 2025 dataset
Level of theory: ωB97M-V/def2-TZVPD

Its spin multiplicity is 1. Its HOMO-LUMO gap (spin up / spin down) is 4.2 / 4.2 eV. The net charge is -2.

```
141
C60H66N2O5S5SiTeTi (ωB97M-V/def2-TZVPD)
Ti 0.283 0.757 0.207
S 1.123 3.229 3.218
C 0.368 1.916 4.034
C -0.417 2.095 5.177
C -0.953 1.008 5.839
C -0.696 -0.280 5.393
C 0.092 -0.479 4.273
C 0.598 0.606 3.576
S 1.670 0.398 2.200
C 0.585 -2.092 1.398
C 0.976 -2.014 0.098
C 1.850 -3.003 -0.471
C 1.938 -3.134 -1.819
C 1.203 -2.252 -2.637
C 0.527 -1.201 -2.041
C -0.215 -0.260 -2.948
S -0.790 1.286 -2.163
C -2.485 0.856 -1.784
C -3.386 1.147 -2.798
C -4.723 0.827 -2.684
C -5.161 0.205 -1.520
C -4.281 -0.043 -0.494
C -2.918 0.293 -0.573
S -1.978 0.037 0.845
N 0.514 -0.981 -0.724
H -0.588 3.098 5.547
H -1.568 1.158 6.721
H -1.095 -1.129 5.931
H 0.329 -1.477 3.939
H -0.268 -1.543 1.762
H 1.005 -2.861 2.030
H 2.351 -3.680 0.208
H 2.536 -3.920 -2.266
H 1.139 -2.409 -3.704
H -1.096 -0.780 -3.337
H 0.426 0.053 -3.776
H -3.011 1.645 -3.681
H -5.414 1.048 -3.488
H -6.209 -0.049 -1.410
H -4.621 -0.506 0.422
C 1.128 7.664 -0.812
C 0.743 6.229 -0.576
C -0.585 5.863 -0.434
C -0.932 4.546 -0.112
C -2.310 4.108 0.084
O -2.654 2.934 0.020
C -3.353 5.146 0.338
C -3.169 6.169 1.265
C -4.194 7.060 1.527
C -5.399 6.957 0.849
C -5.589 5.940 -0.076
C -4.576 5.033 -0.321
C 0.076 3.557 -0.001
O -0.191 2.386 0.449
C 1.431 3.896 -0.304
C 1.726 5.257 -0.496
C 2.423 2.860 -0.305
N 2.115 1.572 -0.478
C 3.221 0.626 -0.485
C 4.249 0.789 -1.599
Te 3.690 -0.087 -3.498
C 3.080 1.711 -4.462
C 3.760 2.896 -4.235
C 3.337 4.075 -4.816
C 2.236 4.080 -5.654
C 1.574 2.892 -5.917
C 1.999 1.714 -5.331
C 3.816 3.295 -0.047
C 4.537 4.061 -0.965
C 5.848 4.416 -0.713
C 6.462 4.016 0.463
C 5.745 3.283 1.396
C 4.430 2.933 1.152
H 0.252 8.276 -1.014
H 1.810 7.754 -1.655
H 1.630 8.076 0.064
H -1.369 6.595 -0.569
H -2.235 6.235 1.805
H -4.055 7.843 2.262
H -6.196 7.662 1.048
H -6.530 5.855 -0.605
H -4.715 4.210 -1.009
H 2.754 5.568 -0.582
H 2.804 -0.383 -0.551
H 3.767 0.677 0.470
H 5.156 0.271 -1.293
H 4.493 1.830 -1.771
H 4.633 2.897 -3.599
H 3.877 4.991 -4.619
H 1.897 5.005 -6.098
H 0.717 2.884 -6.575
H 1.485 0.790 -5.554
H 4.069 4.352 -1.894
H 6.402 4.996 -1.441
H 7.493 4.284 0.656
H 6.217 2.984 2.321
H 3.853 2.399 1.893
C 0.192 -5.617 -5.012
C -1.268 -5.579 -4.532
C -1.332 -6.066 -3.085
C -2.163 -6.465 -5.414
O -1.705 -4.258 -4.682
Si -2.649 -3.316 -3.709
S -1.889 -2.926 -1.852
O -4.080 -4.147 -3.767
C -5.188 -4.162 -2.906
C -5.994 -2.871 -3.062
C -6.043 -5.366 -3.335
C -4.782 -4.334 -1.443
O -2.727 -1.902 -4.547
C -2.740 -1.605 -5.917
C -1.386 -1.951 -6.549
C -3.860 -2.371 -6.629
C -2.984 -0.095 -6.055
H 0.599 -6.624 -4.940
H 0.777 -4.944 -4.390
H 0.256 -5.277 -6.045
H -0.853 -7.039 -2.982
H -2.367 -6.139 -2.766
H -0.836 -5.345 -2.441
H -1.913 -7.518 -5.293
H -2.051 -6.184 -6.460
H -3.197 -6.299 -5.121
H -6.391 -2.794 -4.072
H -5.343 -2.023 -2.874
H -6.823 -2.850 -2.356
H -6.307 -5.273 -4.386
H -6.954 -5.424 -2.742
H -5.474 -6.284 -3.201
H -4.230 -3.465 -1.099
H -4.126 -5.194 -1.338
H -5.661 -4.477 -0.819
H -1.147 -2.983 -6.319
H -0.611 -1.315 -6.127
H -1.418 -1.806 -7.629
H -3.701 -3.437 -6.507
H -3.876 -2.121 -7.689
H -4.818 -2.109 -6.186
H -2.193 0.448 -5.543
H -3.933 0.172 -5.597
H -2.993 0.190 -7.108
```

These are the Mulliken partial charges, in e, on atoms 1 to 5:
1 Ti -0.91
2 S -0.36
3 C 0.53
4 C -0.65
5 C -0.37



[2]
Formula: C60H66N5O5
Source: the Open Molecules 2025 dataset
Level of theory: ωB97M-V/def2-TZVPD

Its spin multiplicity is 1. For the relative energy (zero: lowest compared OMol25 entry of this formula, charge and spin), the calculation gives 39.80 kcal per mole. Its HOMO-LUMO gap is 3.5 eV. The net charge is +1.

```
136
C60H66N5O5 (ωB97M-V/def2-TZVPD)
C 4.815 -3.886 1.899
O 5.270 -2.544 2.182
C 4.364 -1.532 2.129
C 3.033 -1.637 1.717
C 2.100 -0.726 2.215
C 0.624 -0.963 2.075
C -0.088 -1.004 3.442
C 0.142 -2.375 4.085
O 1.215 -2.875 4.415
N -1.091 -2.960 4.239
C -1.200 -4.337 4.675
C -2.167 -2.260 3.540
C -2.399 -2.889 2.159
C -3.450 -2.269 4.394
N -1.558 -0.931 3.400
C -2.241 0.192 3.086
C -3.482 0.205 2.454
C -4.246 1.343 2.157
C -5.695 1.273 2.272
C -6.466 2.250 2.962
C -7.850 2.268 2.863
C -8.520 1.221 2.207
C -7.787 0.181 1.623
C -6.395 0.192 1.663
C 2.515 0.408 2.915
C 3.864 0.599 3.212
O 4.368 1.515 4.079
C 3.490 2.518 4.635
C 4.811 -0.315 2.693
O 6.138 -0.146 2.957
C 6.614 -0.616 4.254
H 5.691 -4.520 2.063
H 3.998 -4.177 2.579
H 4.480 -3.966 0.854
H 2.715 -2.491 1.111
H 0.181 -0.172 1.457
H 0.440 -1.924 1.566
H 0.301 -0.222 4.112
H -0.243 -4.645 5.103
H -1.986 -4.414 5.434
H -1.453 -5.007 3.841
H -1.458 -2.935 1.594
H -2.786 -3.904 2.295
H -3.116 -2.315 1.567
H -3.226 -1.900 5.403
H -4.242 -1.648 3.970
H -3.827 -3.295 4.463
H -1.773 1.135 3.390
H -3.930 -0.762 2.219
H -3.779 2.323 2.102
H -5.937 2.973 3.591
H -8.414 3.093 3.309
H -9.607 1.205 2.159
H -8.297 -0.650 1.124
H -5.816 -0.603 1.178
H 1.767 1.101 3.313
H 4.156 3.187 5.182
H 2.966 3.076 3.843
H 2.756 2.066 5.320
H 7.685 -0.422 4.227
H 6.127 -0.043 5.049
H 6.406 -1.686 4.360
C 1.101 7.370 1.580
C -0.322 6.939 1.786
C -1.338 7.571 1.067
C -2.670 7.149 1.170
C -3.768 7.961 0.564
C -2.931 5.992 1.908
N -4.259 5.447 1.902
C -4.929 4.896 0.832
C -4.508 4.919 -0.578
C -3.373 4.159 -1.082
C -3.165 4.376 -2.558
C -2.229 3.696 -0.322
C -2.233 2.392 0.189
C -1.076 1.844 0.716
C 0.087 2.601 0.865
C 0.139 3.868 0.277
C -0.978 4.364 -0.386
O -5.156 5.635 -1.387
N -6.235 4.898 1.160
C -7.393 4.765 0.328
C -7.522 3.694 -0.583
C -6.521 2.590 -0.678
C -8.638 3.673 -1.425
C -9.573 4.705 -1.423
C -10.663 4.736 -2.445
C -9.443 5.723 -0.479
C -8.369 5.773 0.410
C -8.263 6.911 1.370
N -6.387 5.174 2.512
C -5.196 5.532 2.938
C -4.890 6.005 4.280
C -5.501 5.357 5.380
C -5.110 5.689 6.673
C -4.186 6.718 6.893
C -3.665 7.437 5.811
C -4.040 7.113 4.511
C -1.952 5.383 2.700
C -2.266 4.192 3.553
C -0.653 5.908 2.666
H 1.780 6.797 2.222
H 1.412 7.222 0.535
H 1.215 8.440 1.805
H -1.102 8.423 0.425
H -4.453 8.353 1.330
H -3.325 8.812 0.035
H -4.355 7.397 -0.165
H -2.373 3.716 -2.935
H -4.090 4.203 -3.128
H -2.849 5.422 -2.732
H -3.151 1.811 0.081
H -1.117 0.793 0.987
H 0.952 2.192 1.393
H 1.057 4.457 0.332
H -0.930 5.299 -0.953
H -7.024 1.663 -0.995
H -5.725 2.811 -1.407
H -6.047 2.398 0.290
H -8.748 2.835 -2.115
H -11.464 5.402 -2.128
H -10.301 5.096 -3.415
H -11.073 3.736 -2.598
H -10.184 6.522 -0.448
H -9.190 7.490 1.310
H -8.136 6.556 2.399
H -7.439 7.598 1.127
H -6.254 4.592 5.184
H -5.530 5.142 7.516
H -3.879 6.971 7.908
H -2.960 8.253 5.971
H -3.680 7.695 3.658
H -1.404 3.513 3.588
H -2.521 4.479 4.585
H -3.114 3.638 3.140
H 0.120 5.457 3.295
```

These are the Mulliken partial charges, in e, on atoms 1 to 5:
1 C -0.76
2 O -0.39
3 C 0.68
4 C -0.82
5 C -0.31



[3]
Formula: C60H69N4O3PS2Zr
Source: the Open Molecules 2025 dataset
Level of theory: ωB97M-V/def2-TZVPD

Its spin multiplicity is 1. For the relative energy (zero: lowest compared OMol25 entry of this formula, charge and spin), the calculation gives 48.04 kcal per mole. Its HOMO-LUMO gap is 4.6 eV. The net charge is 0.

```
140
C60H69N4O3PS2Zr (ωB97M-V/def2-TZVPD)
Zr 0.588 -0.121 0.255
C -1.876 3.211 3.475
C -1.731 2.481 2.142
C -2.972 2.711 1.267
P -1.240 0.678 2.204
C -2.733 -0.308 2.665
C -3.540 -0.656 1.409
C -3.693 0.263 3.713
C -0.051 0.649 3.594
C -0.400 0.574 4.937
C 0.544 0.610 5.956
C 0.134 0.531 7.404
C 1.877 0.741 5.588
C 2.254 0.795 4.257
C 1.302 0.728 3.241
N 1.660 0.700 1.882
C 3.004 1.102 1.572
C 4.031 0.184 1.329
C 3.912 -1.295 1.610
C 5.264 0.664 0.873
C 5.530 2.015 0.721
C 6.861 2.506 0.213
C 4.524 2.912 1.065
C 3.274 2.478 1.473
C 2.191 3.480 1.766
H -2.041 4.278 3.286
H -0.986 3.111 4.094
H -2.731 2.841 4.045
H -0.874 2.927 1.626
H -3.883 2.456 1.812
H -2.964 2.120 0.350
H -3.044 3.766 0.986
H -2.295 -1.242 3.034
H -4.001 0.235 0.971
H -4.331 -1.359 1.676
H -2.923 -1.156 0.670
H -4.243 1.126 3.332
H -3.224 0.553 4.648
H -4.427 -0.513 3.944
H -1.437 0.461 5.212
H -0.908 0.226 7.501
H 0.247 1.499 7.899
H 0.747 -0.189 7.950
H 2.643 0.771 6.358
H 3.304 0.851 3.994
H 4.027 -1.474 2.683
H 4.702 -1.841 1.093
H 2.953 -1.740 1.357
H 6.046 -0.057 0.651
H 7.456 1.686 -0.192
H 7.440 2.976 1.012
H 6.726 3.249 -0.576
H 4.709 3.980 0.975
H 2.492 4.482 1.456
H 1.950 3.506 2.832
H 1.275 3.204 1.243
C -4.630 2.751 -4.096
C -3.626 3.590 -3.305
C -4.390 4.429 -2.266
C -2.886 4.520 -4.276
C -2.621 2.726 -2.556
C -1.558 3.312 -1.871
C -0.714 2.524 -1.135
N -0.852 1.190 -1.040
C -1.826 0.601 -1.731
C -2.728 1.347 -2.479
C -1.866 -0.879 -1.656
C -2.718 -1.615 -2.427
C -2.710 -3.022 -2.352
C -1.815 -3.578 -1.483
C -0.992 -2.774 -0.687
N -0.989 -1.440 -0.782
C -3.653 -3.903 -3.166
C -4.597 -3.078 -4.040
C -4.490 -4.751 -2.196
C -2.819 -4.821 -4.071
H -5.299 3.414 -4.647
H -5.247 2.131 -3.441
H -4.130 2.102 -4.822
H -5.126 5.062 -2.769
H -3.715 5.074 -1.700
H -4.916 3.785 -1.557
H -3.610 5.114 -4.838
H -2.287 3.947 -4.989
H -2.222 5.213 -3.755
H -1.395 4.381 -1.887
H 0.113 2.951 -0.589
H -3.522 0.833 -2.994
H -3.391 -1.111 -3.102
H -1.765 -4.646 -1.322
H -0.271 -3.201 -0.017
H -5.223 -2.412 -3.439
H -5.260 -3.750 -4.588
H -4.052 -2.478 -4.774
H -5.055 -4.114 -1.510
H -3.867 -5.408 -1.588
H -5.196 -5.369 -2.758
H -2.192 -4.237 -4.749
H -3.479 -5.454 -4.671
H -2.170 -5.473 -3.482
S -2.444 -3.862 1.520
C -1.452 -4.026 2.957
C -1.846 -4.947 3.949
C -1.148 -5.128 5.130
C -0.008 -4.374 5.379
C 0.407 -3.460 4.425
C -0.278 -3.282 3.215
S 0.467 -2.046 2.169
H -2.742 -5.524 3.756
H -1.496 -5.852 5.859
H 0.549 -4.492 6.301
H 1.286 -2.849 4.600
N 1.790 1.226 -0.888
C 2.548 1.079 -1.835
C 3.290 2.093 -2.628
C 3.900 1.812 -3.847
C 4.553 2.820 -4.545
C 4.603 4.106 -4.027
C 3.987 4.389 -2.813
C 3.327 3.388 -2.120
H 3.863 0.811 -4.255
H 5.023 2.598 -5.495
H 5.119 4.889 -4.570
H 4.024 5.392 -2.405
H 2.841 3.587 -1.173
O 1.733 -4.059 -1.369
C 2.870 -3.866 -2.058
C 3.627 -4.943 -2.522
C 4.788 -4.728 -3.233
C 5.227 -3.435 -3.504
C 4.481 -2.368 -3.052
C 3.299 -2.559 -2.326
C 2.581 -1.374 -1.822
O 2.929 -0.260 -2.396
O 1.732 -1.450 -0.928
H 1.595 -4.999 -1.207
H 3.290 -5.952 -2.311
H 5.363 -5.579 -3.577
H 6.144 -3.267 -4.053
H 4.813 -1.355 -3.234
```

These are the Mulliken partial charges, in e, on atoms 1 to 5:
1 Zr -0.71
2 C -1.73
3 C 1.42
4 C -1.33
5 P 2.25